*a*
A cluster of 2 separate species, C2H7ClSi in total. Source: OMol25; level of theory: ωB97M-V/def2-TZVPD.

The calculation puts the LUMO energy (alpha / beta) at -0.1 / -0.6 eV. For the frontier orbital gap (alpha / beta), the calculation gives 9.13 / 6.01 eV. As for the highest occupied orbital energy (alpha / beta): -9.25 / -6.65 eV.

ORCA input file:
```
! RIJCOSX wB97M-V def2-TZVPD def2/J DEFGRID3
* xyz 0 1
C -1.44 -0.63 0.53
C 2.03 0.37 0.45
Si -1.28 0.23 -1.05
Cl 3.52 0.13 -0.68
H -1.05 -1.58 0.38
H -0.85 -0.14 1.27
H -2.54 -0.59 0.83
H 2.30 -0.12 1.35
H 1.63 1.37 0.32
H -0.38 -0.52 -1.87
H -1.93 1.47 -1.53
*
```

*b*
A cluster of 2 separate species, C2H7ClSi in total. Source: OMol25; level of theory: ωB97M-V/def2-TZVPD.

The calculation puts the LUMO energy at 0.5 eV. For the frontier orbital gap, the calculation gives 9.39 eV. As for the highest occupied orbital energy: -8.90 eV.

ORCA input file:
```
! RIJCOSX wB97M-V def2-TZVPD def2/J DEFGRID3
* xyz 0 1
C -1.42 -0.28 -0.97
C 0.66 -1.57 1.28
Si -0.33 -0.11 0.69
Cl -1.68 0.58 2.05
H -1.37 -1.32 -1.28
H -2.36 0.07 -0.63
H -1.19 0.30 -1.80
H 0.06 -2.54 1.06
H 1.64 -1.67 0.84
H 0.71 -1.50 2.32
H 1.05 1.75 0.35
*
```

Most stable = *b*

*a*
An isolated molecule of C4H2OS. Source: OMol25; level of theory: ωB97M-V/def2-TZVPD.

The calculation puts the LUMO energy (alpha / beta) at -2.3 / -2.3 eV. For the frontier orbital gap (alpha / beta), the calculation gives 6.55 / 6.76 eV. As for the highest occupied orbital energy (alpha / beta): -8.81 / -9.07 eV.

ORCA input file:
```
! RIJCOSX wB97M-V def2-TZVPD def2/J DEFGRID3
* xyz 0 1
C 1.03 0.69 0.07
C 0.70 -0.66 -0.01
C -0.21 1.41 -0.16
C -1.38 0.18 -0.11
O -0.61 -0.95 -0.09
S -3.02 -0.18 0.01
H 2.11 0.99 0.08
H 1.37 -1.48 0.21
*
```

*b*
An isolated molecule of C4H2OS. Source: OMol25; level of theory: ωB97M-V/def2-TZVPD.

The calculation puts the LUMO energy at -0.6 eV. For the frontier orbital gap, the calculation gives 8.17 eV. As for the highest occupied orbital energy: -8.74 eV.

ORCA input file:
```
! RIJCOSX wB97M-V def2-TZVPD def2/J DEFGRID3
* xyz 0 1
O 2.54 -1.69 -2.63
C 1.77 -1.24 -1.92
C 1.05 -0.51 -1.20
C 0.16 0.07 -0.17
C 0.32 0.63 -1.56
S 0.28 1.90 -2.55
H -0.81 -0.45 0.23
H 0.59 0.46 0.71
*
```

Most stable = *b*

*a*
A structure of composition C26H25IOPS3Sb2Se4W. Source: OMol25; level of theory: ωB97M-V/def2-TZVPD.

The calculation puts the LUMO energy (alpha / beta) at -2.8 / -2.8 eV. For the frontier orbital gap (alpha / beta), the calculation gives 5.09 / 5.09 eV. As for the highest occupied orbital energy (alpha / beta): -7.88 / -7.88 eV.

ORCA input file:
```
! RIJCOSX wB97M-V def2-TZVPD def2/J DEFGRID3
* xyz 0 2
W 0.50 -0.98 0.03
S 4.89 1.21 -1.29
Sb 3.69 -0.62 -0.95
S 2.46 -0.38 1.18
S 1.18 -0.08 -1.88
I 0.72 2.56 0.79
C -0.49 4.29 0.68
C -0.25 5.16 1.71
C -0.86 6.43 1.76
C -1.67 6.81 0.74
C -1.94 5.93 -0.34
C -2.77 6.39 -1.39
C -3.07 5.58 -2.45
C -2.58 4.27 -2.46
C -1.77 3.77 -1.46
P -1.41 1.95 -1.54
C -0.86 1.75 -3.27
C -0.99 0.51 -3.89
C -0.39 0.27 -5.12
C 0.37 1.26 -5.73
C 0.52 2.49 -5.11
C -0.09 2.73 -3.89
C -3.12 1.30 -1.49
C -3.92 1.01 -2.60
C -5.19 0.49 -2.42
C -5.68 0.25 -1.15
C -4.90 0.54 -0.04
C -3.62 1.05 -0.22
C -1.39 4.62 -0.38
H 0.43 4.88 2.50
H -0.66 7.09 2.59
H -2.12 7.80 0.72
H -3.15 7.40 -1.33
H -3.69 5.93 -3.26
H -2.86 3.62 -3.27
H -1.55 -0.28 -3.42
H -0.51 -0.70 -5.59
H 0.84 1.07 -6.69
H 1.11 3.26 -5.58
H 0.04 3.70 -3.42
H -3.55 1.20 -3.60
H -5.80 0.26 -3.29
H -6.68 -0.16 -1.02
H -5.27 0.36 0.96
H -3.00 1.26 0.65
Se -1.59 -5.57 0.22
Sb -0.80 -3.67 -0.96
Se -1.96 -1.50 -0.63
Se 1.66 -3.15 -0.47
Se -1.11 -4.47 -3.26
C -2.26 -1.03 2.98
C -0.74 -0.96 3.08
C -0.29 0.29 3.81
C -0.16 -2.22 3.70
O -0.23 -0.90 1.73
H -2.69 -1.03 3.99
H -2.58 -1.94 2.47
H -2.65 -0.17 2.44
H -0.66 0.28 4.83
H -0.67 1.18 3.30
H 0.80 0.35 3.83
H -0.38 -2.25 4.76
H 0.93 -2.23 3.57
H -0.57 -3.12 3.23
*
```

*b*
A structure of composition C26H25IOPS3Sb2Se4W. Source: OMol25; level of theory: ωB97M-V/def2-TZVPD.

The calculation puts the LUMO energy (alpha / beta) at -2.1 / -2.6 eV. For the frontier orbital gap (alpha / beta), the calculation gives 5.65 / 5.26 eV. As for the highest occupied orbital energy (alpha / beta): -7.76 / -7.85 eV.

ORCA input file:
```
! RIJCOSX wB97M-V def2-TZVPD def2/J DEFGRID3
* xyz 0 2
W -0.32 -1.96 2.86
S 0.02 -4.55 3.61
Sb 1.60 -3.29 4.71
S -0.23 -1.81 5.26
S 1.92 -2.24 2.39
I 2.75 1.05 1.44
C 2.04 2.67 0.33
C 2.38 3.90 0.84
C 2.11 5.08 0.12
C 1.57 4.99 -1.12
C 1.22 3.74 -1.67
C 0.74 3.70 -3.00
C 0.41 2.51 -3.59
C 0.45 1.34 -2.81
C 0.86 1.31 -1.50
P 0.46 -0.26 -0.57
C 1.70 -1.40 -1.28
C 2.95 -0.94 -1.68
C 3.94 -1.83 -2.07
C 3.70 -3.20 -2.07
C 2.45 -3.67 -1.68
C 1.47 -2.78 -1.28
C -1.09 -0.79 -1.39
C -2.28 -0.43 -0.75
C -3.51 -0.81 -1.25
C -3.58 -1.59 -2.39
C -2.41 -2.00 -3.02
C -1.17 -1.60 -2.52
C 1.36 2.53 -0.92
H 2.90 3.96 1.78
H 2.38 6.04 0.55
H 1.41 5.88 -1.72
H 0.66 4.63 -3.55
H 0.07 2.47 -4.61
H 0.10 0.43 -3.27
H 3.16 0.12 -1.70
H 4.91 -1.45 -2.38
H 4.47 -3.89 -2.38
H 2.24 -4.73 -1.69
H 0.50 -3.16 -0.99
H -2.23 0.13 0.17
H -4.42 -0.52 -0.73
H -4.54 -1.92 -2.78
H -2.45 -2.63 -3.89
H -0.27 -1.95 -3.01
Se -4.55 -5.16 -1.41
Sb -2.22 -4.88 -1.50
Se -1.44 -3.47 1.02
Se -2.79 -2.67 2.78
Se -0.89 -5.08 -3.46
C -2.56 0.83 3.91
C -1.19 1.11 3.31
C -0.23 1.71 4.33
C -1.29 2.02 2.09
O -0.62 -0.15 2.84
H -2.98 1.77 4.27
H -2.49 0.13 4.74
H -3.24 0.42 3.16
H -0.57 2.71 4.58
H 0.77 1.77 3.90
H -0.19 1.11 5.24
H -0.30 2.26 1.72
H -1.79 2.94 2.38
H -1.86 1.55 1.29
*
```

Most stable = *b*

*a*
A cluster of 3 separate species, C2H10NO2S in total. Source: OMol25; level of theory: ωB97M-V/def2-TZVPD.

The calculation puts the LUMO energy at 4.0 eV. For the frontier orbital gap, the calculation gives 7.01 eV. As for the highest occupied orbital energy: -3.03 eV.

ORCA input file:
```
! RIJCOSX wB97M-V def2-TZVPD def2/J DEFGRID3
* xyz -1 1
C 1.70 -0.58 -1.03
C 0.40 -1.33 -0.78
S -1.11 -0.34 -1.37
N 1.57 0.76 -0.47
H 1.62 -0.44 -2.17
H 2.73 -1.01 -0.72
H 0.34 -1.45 0.23
H 0.06 -2.28 -1.26
H 0.87 1.33 -0.95
H 2.48 1.20 -0.38
H -1.25 1.41 2.53
H -0.26 1.57 1.40
O -0.49 2.02 2.26
H -3.44 -0.76 1.03
H -2.46 0.10 0.38
O -2.75 -0.21 1.31
*
```

*b*
A cluster of 3 separate species, C2H10NO2S in total. Source: OMol25; level of theory: ωB97M-V/def2-TZVPD.

The calculation puts the LUMO energy at 3.0 eV. For the frontier orbital gap, the calculation gives 5.53 eV. As for the highest occupied orbital energy: -2.53 eV.

ORCA input file:
```
! RIJCOSX wB97M-V def2-TZVPD def2/J DEFGRID3
* xyz -1 1
C 0.53 -1.34 -1.08
C -0.65 -1.04 -1.91
S -0.32 0.62 -2.70
N 0.94 -0.22 -0.20
H 1.50 -1.69 -1.66
H 0.38 -2.17 -0.39
H -1.65 -0.99 -1.65
H -0.50 -1.79 -2.78
H 0.17 0.36 0.13
H 1.47 0.53 -0.60
H 1.69 0.08 1.73
H 1.48 -0.66 2.85
O 2.21 -0.05 2.55
H -2.54 2.54 2.66
H -2.47 2.57 1.20
O -2.23 3.25 1.87
*
```

Most stable = *a*

*a*
A cluster of 2 separate species, CH3NOS2 in total. Source: OMol25; level of theory: ωB97M-V/def2-TZVPD.

The calculation puts the LUMO energy (alpha / beta) at -0.5 / 0.4 eV. For the frontier orbital gap (alpha / beta), the calculation gives 6.89 / 8.17 eV. As for the highest occupied orbital energy (alpha / beta): -7.42 / -7.76 eV.

ORCA input file:
```
! RIJCOSX wB97M-V def2-TZVPD def2/J DEFGRID3
* xyz 0 1
C 1.55 0.08 -0.06
N -0.87 -0.23 0.15
O 1.91 0.86 0.75
S -1.42 0.88 1.19
S -1.16 -0.16 -1.47
H 1.70 -0.20 -1.09
H -1.38 -0.05 2.27
H -0.31 -1.18 -1.74
*
```

*b*
A cluster of 4 separate species, CH3NOS2 in total. Source: OMol25; level of theory: ωB97M-V/def2-TZVPD.

The calculation puts the LUMO energy (alpha / beta) at -2.3 / -2.3 eV. For the frontier orbital gap (alpha / beta), the calculation gives 7.95 / 7.95 eV. As for the highest occupied orbital energy (alpha / beta): -10.29 / -10.29 eV.

ORCA input file:
```
! RIJCOSX wB97M-V def2-TZVPD def2/J DEFGRID3
* xyz 0 1
C -0.04 0.41 -2.96
N 0.85 -0.17 -3.33
O -1.58 -0.43 2.42
S 1.17 -0.87 2.92
S -0.50 -1.32 2.01
H -0.91 0.92 -2.61
H 0.78 1.01 0.63
H 0.22 0.45 0.91
*
```

Most stable = *b*